# 1
This record from the OMol25 dataset describes a molecular structure, C21H56N3O4Si4TeY. The level of theory is the ωB97M-V functional and the def2-TZVPD basis.

For the LUMO energy, the calculation gives -4.697 eV. The calculation puts the HOMO energy at -12.0 eV. As for the net charge: +2. Its molecular weight is 743.55 g mol⁻¹. For the total energy, the calculation gives -2763.04398 hartree. The value obtained for the energy above the lowest of the compared OMol25 structures with the same formula, charge and spin is 10.7 kcal/mol. The value obtained for the frontier orbital gap is 7.29 eV.

CARTESIAN COORDINATES (ANGSTROEM)
Y (0.502, 0.015, 0.246)
C (2.416, 2.886, 0.301)
C (2.366, 2.170, 1.628)
O (1.013, 1.732, 1.914)
C (0.130, 2.799, 2.293)
C (-1.205, 2.718, 1.536)
O (-1.067, 1.981, 0.316)
C (-1.409, 2.699, -0.879)
C (-1.361, 1.699, -2.017)
O (-0.160, 0.923, -2.001)
C (0.964, 1.430, -2.750)
C (1.712, 2.486, -1.963)
O (1.731, 2.038, -0.611)
H (3.460, 3.020, 0.003)
H (1.933, 3.869, 0.323)
H (2.744, 2.782, 2.447)
H (2.963, 1.258, 1.567)
H (0.621, 3.752, 2.098)
H (-0.051, 2.732, 3.366)
H (-1.553, 3.729, 1.321)
H (-1.973, 2.237, 2.144)
H (-0.711, 3.527, -1.018)
H (-2.420, 3.104, -0.799)
H (-1.477, 2.204, -2.978)
H (-2.181, 0.986, -1.906)
H (0.629, 1.818, -3.713)
H (1.603, 0.563, -2.914)
H (1.240, 3.471, -2.014)
H (2.730, 2.572, -2.353)
N (-0.761, -1.777, -0.951)
C (-1.845, -2.450, -0.207)
C (-2.587, -1.425, 0.627)
N (-1.686, -0.649, 1.516)
C (-1.411, -1.299, 2.821)
C (-0.174, -2.179, 2.776)
N (0.959, -1.396, 2.245)
H (-0.035, -2.439, -1.221)
H (-1.117, -1.399, -1.825)
H (-2.550, -2.949, -0.873)
H (-1.405, -3.224, 0.418)
H (-3.073, -0.709, -0.042)
H (-3.379, -1.913, 1.202)
H (-2.180, 0.212, 1.717)
H (-1.243, -0.502, 3.551)
H (-2.274, -1.874, 3.166)
H (0.031, -2.565, 3.777)
H (-0.321, -3.043, 2.131)
H (1.365, -0.836, 2.991)
H (1.707, -2.015, 1.937)
C (4.311, -0.983, 3.168)
Si (4.719, -2.688, 2.465)
C (6.429, -3.170, 3.049)
C (3.466, -3.949, 3.093)
Si (4.716, -2.688, 0.120)
Te (2.810, -1.314, -0.846)
Si (6.566, -1.561, -0.781)
C (6.641, 0.100, 0.096)
C (8.089, -2.605, -0.474)
C (6.320, -1.288, -2.615)
Si (4.375, -4.877, -0.662)
C (5.535, -5.975, 0.322)
C (4.760, -4.923, -2.490)
C (2.590, -5.370, -0.359)
H (4.154, -1.031, 4.249)
H (3.418, -0.561, 2.702)
H (5.131, -0.289, 2.979)
H (6.444, -3.294, 4.134)
H (7.154, -2.393, 2.795)
H (6.769, -4.105, 2.602)
H (3.383, -3.931, 4.182)
H (3.792, -4.951, 2.807)
H (2.466, -3.826, 2.670)
H (6.874, -0.012, 1.157)
H (5.665, 0.587, 0.008)
H (7.394, 0.759, -0.342)
H (8.231, -2.830, 0.585)
H (8.990, -2.101, -0.832)
H (8.010, -3.554, -1.009)
H (5.440, -0.670, -2.802)
H (6.188, -2.229, -3.151)
H (7.190, -0.779, -3.037)
H (6.570, -5.636, 0.237)
H (5.499, -7.010, -0.027)
H (5.269, -5.978, 1.381)
H (5.819, -4.725, -2.668)
H (4.180, -4.170, -3.028)
H (4.528, -5.898, -2.925)
H (2.332, -5.312, 0.699)
H (2.415, -6.396, -0.693)
H (1.918, -4.712, -0.916)

# 2
This record from the OMol25 dataset describes 5 unconnected molecules or ions with the total composition C21H56N4O7. The level of theory is the ωB97M-V functional and the def2-TZVPD basis.

For the LUMO energy, the calculation gives 0.544 eV. The calculation puts the HOMO energy at -8.6 eV. Its molecular weight is 476.70 g mol⁻¹. For the total energy, the calculation gives -1579.27337 hartree. The value obtained for the energy above the lowest of the compared OMol25 structures with the same formula, charge and spin is 0.0 kcal/mol. The value obtained for the frontier orbital gap is 9.14 eV.

CARTESIAN COORDINATES (ANGSTROEM)
C (2.925, -0.808, 5.043)
O (4.318, -0.754, 5.184)
C (4.884, 0.330, 4.474)
C (6.394, 0.261, 4.606)
C (7.025, 1.395, 3.830)
N (6.963, -1.024, 4.176)
H (2.574, -1.699, 5.559)
H (2.633, -0.915, 3.986)
H (2.458, 0.109, 5.424)
H (4.584, 0.281, 3.414)
H (4.519, 1.285, 4.886)
H (6.612, 0.371, 5.673)
H (6.750, 2.374, 4.223)
H (6.706, 1.350, 2.782)
H (8.109, 1.295, 3.824)
H (6.605, -1.231, 3.242)
H (6.511, -1.746, 4.735)
C (2.967, 1.380, -3.018)
O (3.178, 0.010, -3.238)
C (2.347, -0.787, -2.425)
C (2.280, -2.203, -2.959)
C (1.358, -3.049, -2.067)
N (3.632, -2.779, -3.072)
H (3.313, 1.685, -2.016)
H (1.914, 1.665, -3.115)
H (3.571, 1.923, -3.744)
H (2.766, -0.798, -1.408)
H (1.328, -0.388, -2.394)
H (1.873, -2.229, -3.972)
H (1.109, -3.989, -2.566)
H (0.431, -2.522, -1.833)
H (1.861, -3.329, -1.137)
H (3.972, -2.976, -2.133)
H (3.545, -3.686, -3.520)
C (-4.119, 1.282, -8.256)
O (-4.399, 1.620, -6.912)
C (-5.404, 0.808, -6.342)
C (-5.897, 1.429, -5.039)
N (-5.043, 1.243, -3.882)
C (-3.956, 2.221, -3.774)
C (-3.102, 1.897, -2.581)
O (-2.408, 0.698, -2.829)
C (-1.602, 0.331, -1.739)
H (-4.099, 0.197, -8.401)
H (-3.155, 1.722, -8.497)
H (-4.886, 1.689, -8.927)
H (-4.970, -0.180, -6.126)
H (-6.247, 0.705, -7.037)
H (-6.882, 0.998, -4.825)
H (-6.049, 2.501, -5.184)
H (-4.643, 0.311, -3.889)
H (-4.407, 3.205, -3.622)
H (-3.358, 2.252, -4.692)
H (-3.750, 1.781, -1.701)
H (-2.393, 2.719, -2.392)
H (-2.203, 0.197, -0.828)
H (-0.839, 1.096, -1.549)
H (-1.106, -0.606, -1.978)
C (-4.252, 1.963, 0.769)
O (-3.651, 0.887, 1.453)
C (-2.477, 1.287, 2.130)
C (-1.970, 0.099, 2.900)
N (-1.512, -0.967, 2.004)
C (-1.289, -2.257, 2.678)
C (-0.436, -2.147, 3.915)
O (-1.256, -1.931, 5.051)
C (-0.603, -1.232, 6.077)
H (-5.164, 1.598, 0.302)
H (-3.589, 2.365, -0.005)
H (-4.516, 2.768, 1.468)
H (-2.713, 2.077, 2.862)
H (-1.727, 1.681, 1.430)
H (-2.787, -0.234, 3.561)
H (-1.172, 0.407, 3.578)
H (-2.269, -1.123, 1.343)
H (-0.819, -2.949, 1.980)
H (-2.248, -2.696, 2.992)
H (0.288, -1.328, 3.816)
H (0.141, -3.074, 4.036)
H (-0.265, -0.227, 5.791)
H (0.274, -1.786, 6.437)
H (-1.311, -1.145, 6.900)
C (1.694, -0.070, 1.288)
O (0.684, -0.316, 0.339)
H (1.983, -0.980, 1.826)
H (2.560, 0.351, 0.773)
H (1.393, 0.699, 2.018)
H (-0.086, -0.638, 0.848)

# 3
This record from the OMol25 dataset describes a molecular structure, C21H56O7. The level of theory is the ωB97M-V functional and the def2-TZVPD basis.

For the LUMO energy, the calculation gives 0.364 eV. The calculation puts the HOMO energy at -8.3 eV. Its molecular weight is 420.67 g mol⁻¹. For the total energy, the calculation gives -1359.71636 hartree. The value obtained for the energy above the lowest of the compared OMol25 structures with the same formula, charge and spin is 428.5 kcal/mol. The value obtained for the frontier orbital gap is 8.68 eV.

CARTESIAN COORDINATES (ANGSTROEM)
C (0.451, 1.370, 0.801)
C (-0.191, 0.008, 0.921)
C (-1.614, 0.142, 1.437)
O (-0.233, -0.515, -0.372)
H (1.502, 1.140, 0.624)
H (0.382, 1.924, 1.738)
H (0.113, 2.005, -0.017)
H (0.416, -0.679, 1.511)
H (-2.050, 1.032, 0.985)
H (-1.669, 0.296, 2.515)
H (-2.200, -0.720, 1.118)
H (0.644, -0.780, -0.658)
C (-1.862, 0.217, -1.871)
C (-1.798, 1.765, -2.155)
C (-0.527, 2.136, -2.941)
O (-2.966, 2.125, -2.796)
H (-1.964, -0.312, -2.818)
H (-2.691, 0.130, -1.169)
H (-0.980, -0.036, -1.282)
H (-1.867, 2.254, -1.182)
H (-0.642, 1.747, -3.953)
H (0.252, 1.647, -2.356)
H (-0.312, 3.175, -3.191)
H (-3.486, 1.393, -3.135)
C (2.608, -2.314, 0.544)
C (2.969, -1.054, 1.324)
C (4.183, -1.176, 2.274)
O (3.285, 0.027, 0.412)
H (1.769, -2.151, -0.133)
H (2.425, -3.162, 1.204)
H (3.455, -2.482, -0.121)
H (2.011, -0.817, 1.787)
H (5.037, -1.725, 1.878)
H (3.746, -1.922, 2.937)
H (4.507, -0.318, 2.863)
H (3.500, 0.848, 0.861)
C (2.805, -1.849, -2.289)
C (2.383, -0.359, -2.394)
C (1.163, 0.024, -3.221)
O (2.034, -0.024, -1.052)
H (3.378, -2.222, -3.138)
H (1.950, -2.524, -2.257)
H (3.358, -2.043, -1.371)
H (3.243, 0.257, -2.655)
H (1.321, -0.272, -4.258)
H (0.971, 1.097, -3.213)
H (0.213, -0.483, -3.050)
H (2.772, -0.257, -0.483)
C (-2.422, -3.704, -0.213)
C (-2.065, -2.835, -1.442)
C (-3.239, -2.019, -2.011)
O (-1.044, -2.014, -1.186)
H (-3.428, -4.120, -0.272)
H (-2.460, -3.136, 0.716)
H (-1.677, -4.492, -0.099)
H (-1.738, -3.463, -2.271)
H (-3.653, -1.344, -1.262)
H (-3.998, -2.768, -2.239)
H (-2.978, -1.596, -2.981)
H (-1.187, -1.630, -0.318)
C (1.433, 2.933, -1.974)
C (2.735, 2.952, -1.267)
C (2.565, 3.303, 0.177)
O (3.323, 1.684, -1.451)
H (0.686, 2.565, -1.271)
H (1.527, 2.416, -2.929)
H (1.131, 3.947, -2.239)
H (3.454, 3.684, -1.635)
H (3.462, 2.982, 0.707)
H (1.766, 2.793, 0.714)
H (2.432, 4.343, 0.475)
H (2.662, 1.057, -1.753)
C (-3.711, -0.937, 5.390)
C (-2.733, 0.269, 5.133)
C (-2.979, 0.819, 3.709)
O (-3.029, 1.351, 5.969)
H (-3.406, -1.841, 4.861)
H (-4.740, -0.750, 5.085)
H (-3.631, -1.167, 6.453)
H (-1.718, -0.126, 5.175)
H (-2.671, 0.173, 2.887)
H (-2.423, 1.745, 3.558)
H (-4.052, 0.958, 3.579)
H (-3.986, 1.407, 6.018)

# 4
This record from the OMol25 dataset describes 7 unconnected molecules or ions with the total composition C21H56O7. The level of theory is the ωB97M-V functional and the def2-TZVPD basis.

For the LUMO energy, the calculation gives 0.414 eV. The calculation puts the HOMO energy at -9.9 eV. Its molecular weight is 420.67 g mol⁻¹. For the total energy, the calculation gives -1360.34408 hartree. The value obtained for the energy above the lowest of the compared OMol25 structures with the same formula, charge and spin is 34.6 kcal/mol. The value obtained for the frontier orbital gap is 10.31 eV.

CARTESIAN COORDINATES (ANGSTROEM)
C (-0.116, -0.082, -0.890)
C (0.692, -0.461, 0.347)
C (0.000, -0.074, 1.627)
O (0.917, -1.865, 0.420)
H (0.503, -0.049, -1.789)
H (-0.591, 0.889, -0.747)
H (-0.918, -0.799, -1.084)
H (1.644, 0.088, 0.326)
H (0.680, -0.240, 2.465)
H (-0.891, -0.670, 1.833)
H (-0.311, 0.972, 1.621)
H (1.413, -2.138, -0.358)
C (-2.650, -2.886, -3.190)
C (-1.703, -2.845, -4.377)
C (-0.729, -1.689, -4.320)
O (-1.049, -4.122, -4.448)
H (-3.380, -2.078, -3.238)
H (-2.103, -2.812, -2.245)
H (-3.175, -3.841, -3.181)
H (-2.352, -2.787, -5.262)
H (-1.289, -0.750, -4.379)
H (-0.078, -1.672, -5.199)
H (-0.169, -1.698, -3.386)
H (-0.217, -4.003, -4.912)
C (1.339, -3.070, 4.314)
C (2.540, -3.970, 4.586)
C (3.636, -3.736, 3.561)
O (3.020, -3.713, 5.909)
H (0.971, -3.267, 3.307)
H (1.709, -2.044, 4.376)
H (0.588, -3.244, 5.081)
H (2.231, -5.020, 4.563)
H (3.246, -3.741, 2.544)
H (4.421, -4.493, 3.628)
H (4.094, -2.760, 3.756)
H (3.908, -3.352, 5.848)
C (-4.398, 2.388, -4.147)
C (-4.337, 1.608, -2.853)
C (-3.092, 1.977, -2.076)
O (-5.465, 1.888, -2.034)
H (-4.166, 3.438, -3.968)
H (-5.380, 2.293, -4.618)
H (-3.678, 1.998, -4.871)
H (-4.257, 0.538, -3.092)
H (-2.904, 1.399, -1.168)
H (-3.042, 3.037, -1.822)
H (-2.213, 1.751, -2.693)
H (-6.248, 1.912, -2.592)
C (-0.922, 4.306, 0.327)
C (-0.071, 4.740, -0.866)
C (-0.125, 6.240, -1.103)
O (1.283, 4.362, -0.716)
H (-0.391, 4.546, 1.255)
H (-0.985, 3.213, 0.322)
H (-1.903, 4.772, 0.314)
H (-0.501, 4.260, -1.758)
H (-0.011, 6.788, -0.160)
H (-1.044, 6.583, -1.574)
H (0.733, 6.534, -1.710)
H (1.386, 3.785, 0.047)
C (3.450, -0.795, -2.956)
C (3.202, -1.721, -4.114)
C (4.250, -1.635, -5.199)
O (3.100, -3.072, -3.630)
H (3.768, 0.168, -3.353)
H (4.231, -1.190, -2.306)
H (2.541, -0.622, -2.382)
H (2.228, -1.522, -4.582)
H (3.911, -2.093, -6.127)
H (5.176, -2.100, -4.849)
H (4.519, -0.600, -5.424)
H (2.738, -3.610, -4.339)
C (-0.622, 0.118, 5.978)
C (-0.455, 1.395, 6.764)
C (-1.268, 1.376, 8.044)
O (0.943, 1.447, 7.121)
H (-0.126, -0.702, 6.499)
H (-0.150, 0.233, 5.001)
H (-1.669, -0.152, 5.838)
H (-0.680, 2.254, 6.127)
H (-2.345, 1.364, 7.867)
H (-1.059, 2.263, 8.648)
H (-0.972, 0.494, 8.610)
H (1.189, 2.368, 7.217)

# 5
This record from the OMol25 dataset describes 8 unconnected molecules or ions with the total composition C21H58N2O12. The level of theory is the ωB97M-V functional and the def2-TZVPD basis.

For the LUMO energy, the calculation gives 0.416 eV. The calculation puts the HOMO energy at -8.4 eV. Its molecular weight is 530.70 g mol⁻¹. For the total energy, the calculation gives -1846.99435 hartree. The value obtained for the frontier orbital gap is 8.83 eV.

CARTESIAN COORDINATES (ANGSTROEM)
C (2.825, -29.768, 13.335)
C (4.146, -29.561, 12.410)
O (5.110, -28.976, 13.234)
C (6.351, -28.838, 12.750)
O (6.794, -29.154, 11.596)
O (7.141, -28.385, 13.719)
C (8.355, -27.776, 13.416)
H (3.039, -30.272, 14.277)
H (2.104, -30.384, 12.795)
H (2.251, -28.851, 13.465)
H (3.901, -28.861, 11.612)
H (4.457, -30.565, 12.120)
H (8.936, -27.601, 14.321)
H (8.392, -26.795, 12.941)
H (8.960, -28.465, 12.827)
C (12.788, -21.316, 11.271)
O (13.198, -21.334, 12.648)
C (13.952, -20.216, 12.974)
C (15.321, -20.181, 12.245)
N (16.036, -19.029, 12.827)
C (17.400, -18.872, 12.322)
C (17.455, -18.301, 10.935)
O (17.031, -16.943, 11.002)
C (17.274, -16.191, 9.847)
H (12.067, -22.113, 11.086)
H (13.645, -21.515, 10.627)
H (12.380, -20.354, 10.961)
H (14.177, -20.325, 14.035)
H (13.377, -19.296, 12.867)
H (15.202, -20.221, 11.162)
H (15.953, -21.050, 12.426)
H (15.462, -18.199, 12.777)
H (17.891, -19.844, 12.364)
H (17.949, -18.219, 13.000)
H (16.926, -18.948, 10.235)
H (18.488, -18.459, 10.625)
H (16.952, -16.619, 8.897)
H (18.310, -15.869, 9.734)
H (16.560, -15.370, 9.901)
C (-1.552, -22.078, 21.620)
O (-0.524, -22.149, 20.603)
C (-0.883, -23.249, 19.736)
C (0.064, -23.375, 18.467)
N (1.411, -23.828, 18.946)
C (2.396, -23.725, 17.909)
C (3.379, -24.923, 17.714)
O (4.101, -25.146, 18.968)
C (5.122, -26.130, 18.800)
H (-2.278, -21.275, 21.492)
H (-1.122, -21.641, 22.521)
H (-2.029, -22.989, 21.980)
H (-1.850, -23.057, 19.272)
H (-0.833, -24.175, 20.310)
H (0.065, -22.453, 17.886)
H (-0.308, -24.175, 17.826)
H (1.782, -23.382, 19.773)
H (3.136, -22.961, 18.151)
H (1.868, -23.585, 16.965)
H (4.012, -24.767, 16.840)
H (2.819, -25.831, 17.491)
H (4.675, -26.983, 18.291)
H (5.447, -26.602, 19.727)
H (5.870, -25.839, 18.063)
C (15.775, -26.204, 13.326)
O (15.478, -25.611, 12.085)
H (16.141, -27.218, 13.167)
H (16.486, -25.665, 13.952)
H (14.972, -26.330, 14.053)
H (15.525, -26.271, 11.389)
C (0.993, -35.271, 12.637)
O (2.326, -34.790, 12.414)
H (0.504, -35.011, 11.698)
H (0.962, -36.357, 12.554)
H (0.499, -34.939, 13.551)
H (2.796, -35.230, 11.702)
C (12.399, -27.287, 7.710)
O (13.096, -27.834, 6.567)
H (11.335, -27.514, 7.649)
H (12.722, -27.656, 8.684)
H (12.616, -26.232, 7.540)
H (13.324, -27.142, 5.941)
C (1.498, -26.539, 8.186)
O (1.180, -25.651, 9.228)
H (0.625, -26.627, 7.538)
H (2.383, -26.150, 7.683)
H (1.699, -27.547, 8.549)
H (1.095, -24.757, 8.890)
C (-2.805, -27.095, 10.883)
O (-2.089, -26.445, 11.946)
H (-2.149, -27.746, 10.305)
H (-3.542, -27.773, 11.314)
H (-3.316, -26.463, 10.158)
H (-1.294, -26.034, 11.598)